Entry 1:
Below is a cluster of 10 separate species, C64H86BrN14O5 in total at a distorted geometry, with properties calculated with ωB97M-V with the def2-TZVPD basis set.

```
170
Properties=species:S:1:pos:R:3:forces:R:3:mulliken_charge:R:1
C -1.4019 5.4211 -2.7202 -1.2 -0.5 0.3 -0.805
C -1.3342 4.6244 -1.2529 1.1 0.1 -0.2 -0.038
C 0.1415 3.8375 -1.2001 0.4 2.3 -0.6 -0.989
N 0.0907 2.4152 -1.6784 0.7 -0.2 1.9 0.596
C 0.2583 1.3699 -0.6167 -0.2 0.6 -1.4 -2.242
Br -0.9547 1.8928 0.9521 0.8 -0.4 -1.0 -0.083
O -0.3423 0.1353 -1.0705 2.6 -0.3 0.5 0.577
C 0.5501 -0.8027 -1.7647 -1.9 -0.8 -0.1 1.303
O 0.7916 -0.2140 -3.0909 -1.7 -0.6 0.3 -0.359
C -0.3600 -0.1301 -3.9625 -1.2 -3.9 -7.0 0.175
O -0.3154 -0.9067 -5.0843 0.1 5.2 7.6 -0.528
C -1.6842 0.8273 -3.8671 -4.1 3.0 1.1 0.601
C -1.8897 2.2326 -4.7425 -2.4 -1.5 2.2 -0.403
C -3.2867 3.1375 -4.6213 -0.1 -3.2 2.2 -0.488
C -4.5515 2.7152 -3.6130 4.5 -3.0 -0.4 -0.284
C -4.3413 1.3414 -2.7413 2.5 1.4 -2.5 -0.497
C -2.9820 0.4370 -2.8865 0.1 2.6 -1.4 -0.190
C -0.3863 -2.1917 -1.8203 -2.2 -2.2 1.3 0.019
C -1.4230 -2.4051 -0.5777 0.1 -3.9 -4.3 0.378
C -2.2674 -3.7770 -0.7727 2.7 1.7 -2.0 -0.397
C -1.9988 -4.6930 -2.0579 0.0 0.4 0.5 -0.291
N -1.0415 -4.5792 -3.1920 -1.0 5.3 6.3 -0.499
C -0.3022 -3.3139 -2.9701 0.2 0.6 0.5 -0.164
C 2.0216 -1.0151 -1.0682 1.8 0.1 -2.2 -0.764
C 2.6215 -2.5249 -1.0030 1.8 -1.1 0.5 -0.436
C 4.1628 -2.6126 -1.6616 0.2 -1.0 -0.2 -0.235
O 4.3093 -3.9376 -2.3514 1.3 1.7 0.5 -0.539
N 2.2047 -0.2277 0.2540 -0.5 -1.4 1.1 -0.004
C 1.4103 -0.8578 1.4114 -1.7 -0.2 2.2 -0.179
C 3.6656 -0.3309 0.7465 2.3 0.4 0.2 -0.580
C 4.0591 0.7131 1.9385 0.9 0.4 0.8 -0.386
C 5.0268 -0.0269 3.0829 0.0 0.1 0.2 -0.783
C 4.2165 -0.2023 4.4998 0.3 1.0 0.0 -0.235
N 4.6102 -1.4374 5.2868 -2.0 0.8 2.0 -0.377
C 3.6812 -1.4046 6.5159 2.1 2.2 5.4 0.367
C 2.1203 -1.9064 6.5102 -0.6 0.6 -0.2 -0.450
O 4.1595 -0.8961 7.6783 -2.7 -3.3 -7.2 -0.566
C 1.7939 1.2404 0.0038 0.1 3.0 0.3 0.292
N 2.7693 2.0150 -0.8367 -1.0 -1.5 0.7 -0.379
H -1.1424 6.5595 -2.6360 -0.3 -2.3 -0.1 0.322
H -2.5352 5.3362 -3.0706 2.6 0.3 0.5 0.122
H -0.7011 4.8921 -3.5240 -1.6 1.2 1.8 0.209
H -1.3544 5.3982 -0.3610 0.0 -1.6 -1.9 0.301
H -2.2124 3.8615 -1.1140 1.7 1.5 -0.4 0.158
H 0.7084 4.0112 -0.1788 -1.3 -0.6 -2.0 0.148
H 0.7974 4.4296 -2.0054 -1.3 -1.3 1.9 0.480
H 0.7391 2.3179 -2.4876 -0.7 -0.4 1.1 0.403
H -1.0190 2.5437 -5.4736 -2.1 -0.6 1.6 0.321
H -3.4166 4.1072 -5.2667 0.5 -2.2 1.3 0.483
H -5.5431 3.3382 -3.5256 2.3 -1.3 -0.3 0.297
H -5.2120 1.0161 -1.9926 2.3 0.6 -1.9 0.274
H -2.8902 -0.5407 -2.2380 -0.3 2.2 -1.5 0.299
H -1.6160 -1.6918 0.3271 0.5 -1.5 -2.1 -0.457
H -3.0723 -4.0877 0.0311 1.8 0.6 -2.0 0.234
H -2.6960 -5.6621 -2.1351 1.7 2.4 0.2 0.303
H 0.5161 -3.0764 -3.8102 -2.1 -0.6 2.0 0.344
H 2.7978 -0.4473 -1.7837 -1.9 -1.2 1.4 0.413
H 2.7695 -2.9193 0.1148 -0.7 1.0 -2.5 0.300
H 2.0558 -3.3701 -1.5584 0.5 1.9 0.9 0.345
H 4.9713 -2.6240 -0.8047 -1.6 0.6 -1.7 0.226
H 4.3447 -1.8085 -2.4916 -0.4 -1.1 1.8 0.245
H 5.2792 -4.0160 -2.6604 -2.2 0.2 0.7 0.310
H 1.8632 -1.8660 1.7933 -0.7 2.0 -1.1 0.499
H 1.4161 -0.1226 2.3520 0.1 -1.5 -2.3 0.304
H 0.2866 -1.0484 1.1616 2.3 0.5 0.1 -0.420
H 3.9076 -1.4131 1.1894 -0.9 2.4 -1.5 0.340
H 4.3573 -0.0767 -0.1868 -1.5 -0.9 2.0 0.276
H 3.1608 1.1706 2.5322 1.6 -1.0 -1.3 0.231
H 4.6786 1.6244 1.5113 -1.4 -1.9 0.7 0.408
H 5.9649 0.6492 3.2995 -1.9 -1.4 -0.6 0.390
H 5.4326 -1.0640 2.7126 -0.9 1.9 0.6 0.342
H 3.0460 -0.2599 4.3377 2.4 0.2 0.2 0.023
H 4.4842 0.7479 5.1604 -0.9 -1.7 -1.4 0.313
H 5.5728 -1.3624 5.6937 -1.2 0.3 -0.4 0.325
H 1.9796 -3.0365 6.7904 0.7 2.2 -0.7 0.298
H 1.5788 -1.7159 5.4748 1.3 -0.5 2.0 0.110
H 1.4962 -1.2941 7.3227 1.8 -1.3 -1.8 0.190
H 1.7209 1.8406 1.0355 0.4 -1.9 -2.2 0.673
H 3.6852 2.1976 -0.3905 -1.0 -0.3 -0.5 0.289
H 2.8216 1.7218 -1.8282 0.1 0.3 1.1 0.229
N -2.2577 -3.4427 7.8001 0.0 0.0 0.0 0.038
C -3.0545 -2.3312 7.7100 0.0 0.0 0.1 -0.924
C -2.4511 -1.3164 8.4186 -0.4 -0.1 -0.3 -0.162
C -1.2450 -1.8324 8.9499 0.3 -0.2 0.1 -0.781
C -1.1493 -3.1464 8.5500 0.1 -0.1 0.0 -0.517
H -2.4560 -4.3408 7.3784 0.1 0.3 0.1 0.217
H -3.9809 -2.3579 7.1521 0.2 0.0 0.2 0.554
H -2.8373 -0.3125 8.5389 0.1 -0.2 0.0 0.435
H -0.5235 -1.3022 9.5582 -0.1 -0.1 -0.1 0.561
H -0.3900 -3.8944 8.7355 -0.1 0.1 0.0 0.548
N -1.9349 -3.5547 11.9952 0.1 0.0 0.1 0.132
C -1.4235 -3.3433 13.2491 0.0 0.0 0.1 -0.529
C -1.8976 -4.3376 14.0754 0.2 0.3 0.0 -0.487
C -2.7192 -5.1818 13.2908 -0.2 -0.1 -0.3 -0.729
C -2.7220 -4.6767 12.0098 0.0 0.0 0.0 -0.298
H -1.7583 -2.9742 11.1856 -0.1 -0.2 0.2 0.256
H -0.7690 -2.5048 13.4460 -0.1 -0.1 0.0 0.370
H -1.6748 -4.4442 15.1291 0.0 0.0 -0.2 0.394
H -3.2509 -6.0637 13.6241 0.1 0.1 -0.1 0.402
H -3.2165 -5.0180 11.1102 0.0 0.0 0.2 0.507
N 8.2733 -3.8058 -4.4863 -0.1 0.2 0.1 0.056
C 7.5276 -4.6712 -5.2435 -0.1 -0.1 -0.1 -0.981
C 7.8888 -5.9554 -4.9020 -0.3 0.2 -0.2 0.052
C 8.8832 -5.8611 -3.8993 0.2 0.2 0.2 -0.204
C 9.0992 -4.5225 -3.6598 0.1 -0.1 0.1 -0.741
H 8.2217 -2.7963 -4.5298 0.1 -0.4 0.0 0.196
H 6.8068 -4.3002 -5.9598 0.1 -0.1 0.1 0.378
H 7.4794 -6.8621 -5.3281 0.1 0.2 0.0 0.468
H 9.3871 -6.6815 -3.4046 -0.1 0.1 -0.1 0.389
H 9.7689 -4.0199 -2.9748 -0.1 -0.1 -0.1 0.386
N -2.8889 -0.6418 2.7003 0.0 -0.1 -0.1 0.208
C -3.5179 -1.8529 2.8273 0.0 -0.1 0.1 -0.252
C -4.0733 -1.9141 4.0858 0.1 -0.2 -0.3 -0.494
C -3.7737 -0.6947 4.7388 0.2 0.4 -0.1 -0.525
C -3.0441 0.0734 3.8592 0.0 0.0 0.2 -0.496
H -2.3892 -0.3250 1.8796 -0.3 0.1 0.3 0.063
H -3.5151 -2.5661 2.0140 -0.1 0.1 0.2 0.180
H -4.6347 -2.7467 4.4896 0.1 0.1 -0.1 0.412
H -4.0600 -0.4074 5.7423 0.1 0.0 -0.2 0.460
H -2.6220 1.0645 3.9591 -0.1 -0.2 0.0 0.390
N -7.4623 4.3162 -5.7041 0.0 0.0 0.0 0.044
C -7.3155 5.6480 -5.4155 0.1 0.1 0.1 -0.723
C -6.6992 6.2508 -6.4893 -0.1 0.1 0.4 0.151
C -6.4717 5.2483 -7.4622 0.0 -0.4 -0.1 -0.675
C -6.9553 4.0642 -6.9523 0.1 0.0 -0.1 -0.491
H -7.8802 3.6273 -5.0921 0.1 0.3 -0.3 0.217
H -7.6597 6.0514 -4.4726 0.0 0.0 -0.2 0.354
H -6.4425 7.2995 -6.5643 0.0 -0.2 0.0 0.342
H -6.0058 5.3765 -8.4307 -0.1 0.0 0.2 0.413
H -6.9808 3.0662 -7.3693 0.0 0.2 0.0 0.379
N -5.0412 9.7301 -6.2385 0.0 0.0 0.1 0.071
C -3.8202 9.3271 -5.7640 0.1 -0.1 0.1 -0.591
C -2.8556 9.7677 -6.6424 0.0 -0.2 0.4 -0.427
C -3.5178 10.4661 -7.6802 -0.3 0.1 -0.2 -0.233
C -4.8662 10.4300 -7.4040 0.0 0.0 -0.2 -0.922
H -5.9319 9.5415 -5.7972 0.3 0.1 -0.2 0.269
H -3.7425 8.7615 -4.8452 0.0 0.1 -0.2 0.479
H -1.7900 9.6048 -6.5456 -0.2 0.0 0.0 0.403
H -3.0602 10.9446 -8.5365 -0.1 -0.1 0.1 0.483
H -5.7141 10.8401 -7.9363 0.2 -0.1 0.0 0.463
N -1.5126 -6.9707 9.5543 0.1 0.0 0.0 0.198
C -2.2583 -7.8362 8.7971 0.0 -0.1 -0.1 -0.371
C -1.8971 -9.1203 9.1386 -0.3 0.2 -0.3 -0.561
C -0.9027 -9.0261 10.1413 0.2 0.3 0.2 -0.473
C -0.6867 -7.6875 10.3808 0.1 0.0 0.0 -0.455
H -1.5642 -5.9613 9.5108 0.0 -0.4 0.2 0.171
H -2.9791 -7.4651 8.0808 0.1 -0.1 0.1 0.336
H -2.3065 -10.0271 8.7125 0.0 0.2 0.1 0.384
H -0.3988 -9.8464 10.6360 -0.1 0.2 -0.1 0.396
H -0.0170 -7.1849 11.0658 -0.1 -0.1 -0.1 0.379
N 9.8099 -9.4386 -7.7104 -0.1 0.0 0.0 -0.020
C 9.1809 -10.6497 -7.5835 0.0 -0.1 0.0 -0.440
C 8.6255 -10.7110 -6.3249 0.0 -0.2 -0.4 -0.688
C 8.9251 -9.4915 -5.6720 0.2 0.4 0.0 -0.091
C 9.6547 -8.7234 -6.5515 0.1 0.1 0.0 -0.485
H 10.3096 -9.1218 -8.5311 -0.2 -0.1 0.3 0.200
H 9.1837 -11.3629 -8.3968 0.0 0.1 0.2 0.364
H 8.0641 -11.5435 -5.9212 0.1 0.1 -0.1 0.374
H 8.6388 -9.2042 -4.6685 0.1 0.0 -0.2 0.391
H 10.0768 -7.7323 -6.4517 -0.1 -0.2 0.0 0.405
N -4.7307 13.7097 -7.0973 0.0 0.2 0.1 0.014
C -3.6391 14.3497 -7.6240 0.0 0.0 0.0 -0.433
C -4.0897 15.4151 -8.3711 0.3 -0.1 0.1 -0.471
C -5.5026 15.4213 -8.2872 -0.3 -0.1 0.1 -0.417
C -5.8713 14.3593 -7.4922 0.0 0.0 0.0 -0.462
H -4.6995 12.8875 -6.5087 0.1 0.3 -0.3 0.238
H -2.6379 13.9923 -7.4239 -0.2 0.1 -0.1 0.395
H -3.4680 16.1131 -8.9165 -0.1 -0.1 0.1 0.396
H -6.1783 16.1251 -8.7558 0.1 -0.1 0.1 0.390
H -6.8451 14.0103 -7.1755 0.1 0.1 -0.1 0.360
```
Forces are in eV/Å.

Properties
total charge = +1
lowest unoccupied orbital energy = -3.1 eV
2S+1 = 1

Entry 2:
Below is a cluster of 2 separate species, C4H14N in total at a distorted geometry, with properties calculated with ωB97M-V with the def2-TZVPD basis set.

```
19
Properties=species:S:1:pos:R:3:forces:R:3:mulliken_charge:R:1
C 1.5518 1.6715 2.2916 0.8 -1.5 0.4 -0.786
C 0.5022 2.2253 1.3258 0.5 -2.7 0.8 -0.709
H 1.2279 0.7894 2.9484 0.2 1.1 -1.1 0.259
H 2.4811 1.3220 1.6898 -1.4 0.7 1.1 0.234
H 1.8535 2.4457 2.9960 0.2 0.0 -0.1 0.286
H 0.9389 3.0109 0.8596 0.9 3.1 -1.1 0.379
H 0.4462 1.5452 0.4946 -0.7 -0.8 -0.4 0.027
H -0.4659 2.4444 1.7185 -0.5 0.2 0.3 0.312
C -1.0637 -1.5222 -1.8768 -0.5 -0.8 2.2 -0.252
C -1.7481 -1.1666 -0.5040 -2.8 1.2 -2.0 -1.030
N 0.4822 -1.6585 -1.7246 -0.8 5.1 -1.6 -0.332
H -1.3911 -2.5806 -2.0430 0.2 1.3 -1.0 0.289
H -1.2729 -0.7206 -2.6179 0.3 -1.1 0.2 0.335
H -2.7105 -0.5193 -0.6550 2.0 -0.5 -0.3 0.305
H -1.1804 -0.6662 0.2100 1.4 1.1 1.0 0.310
H 0.7908 -2.4378 -1.2441 0.9 -2.4 0.8 0.326
H 0.9325 -1.4255 -2.6263 -0.2 -1.6 0.0 0.391
H 0.9011 -0.8266 -1.2527 -0.8 -0.6 0.6 0.284
H -2.2756 -1.9305 0.0100 0.3 -1.6 0.2 0.371
```
Forces are in eV/Å.

Properties
energy relative to the best compared isomer or geometry (same formula, charge and spin) = 40.5 kcal/mol
total charge = +1
lowest unoccupied orbital energy = -4.0 eV
2S+1 = 1

Entry 3:
Below is a cluster of 2 separate species, C2H3ClFNO3 in total at a distorted geometry, with properties calculated with ωB97M-V with the def2-TZVPD basis set.

```
11
Properties=species:S:1:pos:R:3:forces:R:3:mulliken_charge:R:1
O -0.8531 -1.2246 -0.0635 -0.5 0.9 -0.1 -0.545
C -0.2279 -0.2514 -0.3190 0.2 0.3 -0.3 0.609
F 0.0355 0.1628 -1.5811 -0.6 -0.4 0.3 -0.223
C 0.5151 0.6651 0.6164 0.1 0.3 0.5 -0.268
Cl -0.4441 1.0710 2.0449 -0.1 -0.3 0.3 -0.162
H 1.4378 0.1494 0.9198 -0.3 0.2 -0.1 0.265
H 0.7448 1.6358 0.1890 0.2 -0.3 -0.5 0.329
O 2.5462 -2.0008 -1.1424 -0.8 -0.7 0.9 -0.392
N 1.4404 -2.0887 -0.7235 1.6 0.5 -1.5 0.264
O 1.2993 -2.8075 0.4230 1.0 -0.1 0.0 -0.317
H 0.3919 -2.5542 0.6070 -0.9 -0.3 0.5 0.440
```
Forces are in eV/Å.

Properties
structure (SMILES) = O=C(F)CCl.O=NO
energy relative to the best compared isomer or geometry (same formula, charge and spin) = 1.3 kcal/mol
lowest unoccupied orbital energy = -0.2 eV
2S+1 = 1